[1]
C16H20N2O2 | wB97M-V/def2-TZVPD

Computed properties:
**ΔE to the lowest compared entry with this formula, charge and spin**: 17.4 kcal per mole
**SMILES**: CCC(=O)N(Cc1cc2ccccc2[nH]c1=O)C(C)C
**Calculated total energy**: -881.7434 a.u.
**Kohn-Sham gap**: 8.8 eV
**HOMO**: -8.62 eV
**Total charge**: 0
**Maximum force**: 0.7 eV Å⁻¹

The geometry in XYZ format:
```
40
Properties=species:S:1:pos:R:3:nbo_charge:R:1
C -2.20335 -2.94834 -1.84262 -0.60
C -1.85039 -1.47707 -1.66187 -0.51
C -2.33193 -0.96792 -0.30986 0.69
O -3.02992 -1.64724 0.41900 -0.64
N -1.96057 0.29643 0.02702 -0.45
C -1.07292 1.10397 -0.76822 -0.25
C 0.39277 0.81407 -0.56112 -0.11
C 0.87673 -0.26136 0.09532 -0.14
C 2.28022 -0.47898 0.25189 -0.15
C 2.80971 -1.58662 0.92353 -0.15
C 4.17064 -1.74659 1.04170 -0.24
C 5.03625 -0.80303 0.49128 -0.18
C 4.54170 0.29614 -0.17483 -0.27
C 3.16227 0.46881 -0.30101 0.27
N 2.63580 1.54967 -0.95499 -0.58
C 1.29619 1.81115 -1.13346 0.63
O 0.93675 2.81427 -1.72495 -0.62
C -2.46809 0.86065 1.27552 -0.05
C -1.34453 1.33229 2.19494 -0.62
C -3.46766 1.98363 0.99696 -0.62
H -3.27323 -3.09335 -1.72145 0.22
H -1.69795 -3.55188 -1.09305 0.21
H -1.90638 -3.29125 -2.83089 0.20
H -0.77275 -1.33739 -1.75752 0.22
H -2.34172 -0.88491 -2.43920 0.22
H -1.23687 2.15882 -0.53362 0.24
H -1.29951 0.99893 -1.83490 0.23
H 0.20196 -0.98943 0.52469 0.22
H 2.13115 -2.31259 1.34611 0.22
H 4.57286 -2.60286 1.56070 0.22
H 6.10325 -0.93470 0.58780 0.22
H 5.21028 1.02911 -0.60241 0.21
H 3.27209 2.23462 -1.34672 0.41
H -2.99957 0.03394 1.75917 0.25
H -0.65309 0.52074 2.40630 0.21
H -1.77105 1.67281 3.13491 0.22
H -0.78809 2.15664 1.75470 0.20
H -3.94489 2.28623 1.92504 0.21
H -4.23632 1.63739 0.31045 0.22
H -2.97987 2.85522 0.56570 0.20
```

---

[2]
C7H3N | wB97M-V/def2-TZVPD

Computed properties:
**ΔE to the lowest compared entry with this formula, charge and spin**: 76.8 kcal per mole
**SMILES**: C1#C/C=N\C#C/C=C\1
**Calculated total energy**: -322.9942 a.u.
**Kohn-Sham gap (alpha / beta)**: 7.0 / 7.0 eV
**HOMO (alpha / beta)**: -8.58 / -8.58 eV
**Total charge**: 0
**Maximum force**: 4.9 eV Å⁻¹

The geometry in XYZ format:
```
11
Properties=species:S:1:pos:R:3:nbo_charge:R:1
C 0.16347 -0.93209 1.34154 0.02
C 0.27278 0.29650 1.44090 -0.04
C 0.53878 1.66577 1.23579 0.05
N 0.40647 1.99141 0.00723 -0.40
C 0.00428 1.15075 -0.89393 0.25
C -0.46970 0.39144 -1.78948 -0.17
C -0.46514 -1.06290 -1.22433 -0.12
C -0.32024 -1.62513 0.03969 -0.25
H 0.85025 2.60686 1.71386 0.26
H -0.62599 -1.80019 -1.86453 0.19
H -0.35497 -2.68241 -0.00674 0.21
```

---

[3]
C3H3InO3 | wB97M-V/def2-TZVPD

Computed properties:
**ΔE to the lowest compared entry with this formula, charge and spin**: 50.3 kcal per mole
**Calculated total energy**: -530.3353 a.u.
**Multiplicity**: 2
**Kohn-Sham gap (alpha / beta)**: 6.9 / 6.0 eV
**HOMO (alpha / beta)**: -25.25 / -25.25 eV
**Total charge**: +3
**Maximum force**: 6.3 eV Å⁻¹

The geometry in XYZ format:
```
10
Properties=species:S:1:pos:R:3:lowdin_spin:R:1
C -2.15581 0.88030 0.03365 0.00
C -3.38089 0.35099 -0.17604 0.00
O -1.86672 2.15390 0.04760 0.02
H -3.50883 -0.72980 -0.21031 0.00
H -4.25996 1.00022 -0.22299 0.00
H -1.23261 2.36826 0.75357 0.04
O 0.61082 0.36799 0.65999 0.21
C -0.25994 -0.42795 0.39145 0.02
O -0.48976 -1.56065 0.23456 0.01
In 1.22671 1.97433 1.35430 0.70
```

---

[4]
C25H45N4O4PdS3 | wB97M-V/def2-TZVPD

Computed properties:
**Calculated total energy**: -2821.3267 a.u.
**Multiplicity**: 3
**Kohn-Sham gap (alpha / beta)**: 2.5 / 1.1 eV
**HOMO (alpha / beta)**: -9.09 / -9.09 eV
**Total charge**: +1
**Maximum force**: 4.1 eV Å⁻¹

The geometry in XYZ format:
```
82
Properties=species:S:1:pos:R:3:lowdin_spin:R:1
Pd 5.52068 0.06491 2.04090 1.00
C -0.75059 2.50185 -0.97422 0.05
C -0.93047 2.06875 0.52108 0.07
C -2.16913 1.19929 0.73973 0.00
O 0.31695 1.56076 0.97317 0.84
H -0.48173 1.64821 -1.59640 0.00
H -0.05824 3.26822 -1.32269 0.00
H -1.71730 2.69196 -1.44052 0.01
H -1.06490 3.01467 1.04572 0.04
H -2.11616 0.28668 0.14606 0.00
H -3.11223 1.69781 0.51579 0.00
H -2.22870 0.87013 1.77713 0.00
C 5.84228 7.45577 3.70545 0.00
S 6.60374 6.97929 2.12897 0.00
O 6.00586 5.57308 1.85918 0.00
C 5.46566 8.22031 1.29463 0.00
H 4.76135 7.36252 3.60065 0.00
H 6.08133 8.45834 4.06015 0.00
H 6.01235 6.79073 4.55216 0.00
H 5.61583 9.25977 1.58629 0.00
H 4.40152 8.04175 1.44901 0.00
H 5.56968 8.14816 0.21199 0.00
C 3.47014 -6.28555 6.24567 0.00
S 2.92480 -4.53939 6.35121 0.00
O 3.50484 -3.68716 5.23729 0.00
C 1.14437 -4.48091 6.00971 0.00
H 3.62253 -6.47371 5.18291 0.00
H 2.74760 -6.99500 6.64907 0.00
H 4.34939 -6.48074 6.85963 0.00
H 0.46605 -4.88396 6.76173 0.00
H 0.85269 -4.90066 5.04699 0.00
H 0.85504 -3.43458 5.91178 0.00
C 3.83042 -6.97020 -2.77333 0.00
S 3.05844 -5.61645 -1.78947 0.00
O 4.23515 -4.80813 -1.34865 0.00
C 2.31314 -4.81764 -3.16243 0.00
H 4.65239 -6.55002 -3.35291 0.00
H 3.15580 -7.54001 -3.41234 0.00
H 4.13708 -7.67655 -2.00188 0.00
H 1.61175 -5.52633 -3.60276 0.00
H 2.90831 -4.48911 -4.01445 0.00
H 1.71462 -3.99132 -2.77893 0.00
N -6.11896 -7.39713 3.54474 0.00
C -6.45639 -7.84278 4.82430 0.00
C -6.65772 -6.70676 5.61445 0.00
C -6.53158 -5.59978 4.76490 0.00
C -6.21039 -6.03776 3.54451 0.00
H -5.67957 -7.90036 2.78723 0.00
H -6.57174 -8.90742 4.96438 0.00
H -7.01438 -6.61954 6.63012 0.00
H -6.56151 -4.58043 5.12048 0.00
H -5.90613 -5.50817 2.65380 0.00
N 2.45666 7.03654 -10.97900 0.00
C 1.69989 6.33009 -10.03444 0.00
C 0.66106 5.68176 -10.66861 0.00
C 0.75817 6.04285 -12.03869 0.00
C 1.87834 6.89305 -12.19589 0.00
H 3.27244 7.59520 -10.77284 0.00
H 2.00719 6.24967 -9.00220 0.00
H 0.00305 5.04974 -10.09072 0.00
H 0.15347 5.66939 -12.85187 0.00
H 2.17919 7.43308 -13.08148 0.00
N 0.55324 4.52231 7.41128 0.00
C -0.19783 5.67253 7.60471 0.00
C -0.16127 5.95751 8.97323 0.00
C 0.71564 5.03269 9.62371 0.00
C 1.04487 4.16480 8.66915 0.00
H 0.67749 4.00674 6.55171 0.00
H -0.64782 6.18278 6.76593 0.00
H -0.54482 6.74369 9.60667 0.00
H 0.91313 4.99625 10.68488 0.00
H 1.55291 3.21537 8.58624 0.00
N -6.25972 -4.12930 -6.75570 0.00
C -5.41370 -2.99484 -6.58338 0.00
C -5.07990 -2.47067 -7.89284 0.00
C -5.93956 -3.21445 -8.76660 0.00
C -6.52095 -4.26661 -8.10476 0.00
H -6.40170 -4.81988 -6.03248 0.00
H -4.95442 -2.75731 -5.63520 0.00
H -4.37930 -1.68143 -8.12231 0.00
H -6.16971 -3.07004 -9.81186 0.00
H -7.27003 -4.98696 -8.39864 0.00
```

---

[5]
C6H11N3 | wB97M-V/def2-TZVPD

Computed properties:
**ΔE to the lowest compared entry with this formula, charge and spin**: 204.4 kcal per mole
**Calculated total energy**: -399.1695 a.u.
**Kohn-Sham gap**: 8.6 eV
**HOMO**: -8.29 eV
**Total charge**: 0
**Maximum force**: 5.7 eV Å⁻¹

The geometry in XYZ format:
```
20
Properties=species:S:1:pos:R:3:nbo_charge:R:1
C -1.02750 -0.41627 0.77807 -0.10
C 0.32702 0.26988 1.41538 0.02
C 1.24772 0.38738 -0.04792 -0.47
C 0.46663 -0.37093 -1.16083 0.07
C -1.03023 -0.10224 -1.31984 -0.07
C -0.64139 -1.26754 -0.37118 -0.30
H 0.09032 1.20841 2.93515 0.37
H -0.40782 2.15174 1.53387 0.39
H -1.63628 -0.80965 1.67121 0.21
H 0.76496 -0.47100 2.20879 0.18
H 2.31667 0.24050 0.41048 0.24
H 1.30176 1.57558 -0.24384 0.21
H 2.26233 -0.09797 -2.60359 0.39
H 1.21653 -2.22013 -1.96983 0.36
H -1.15943 0.15742 -2.39819 0.25
H -2.79902 0.75186 -0.03290 0.38
H -0.88469 -2.34728 -0.31388 0.23
N 0.22500 1.52003 1.96908 -0.86
N 1.06151 -0.84915 -2.37880 -0.81
N -1.69408 0.68938 -0.08122 -0.68
```

---

[6]
C22H40Cl2IrN4 | wB97M-V/def2-TZVPD

Computed properties:
**Calculated total energy**: -2105.8361 a.u.
**Multiplicity**: 6
**Kohn-Sham gap (alpha / beta)**: 1.5 / 6.5 eV
**HOMO (alpha / beta)**: 2.60 / -3.41 eV
**Total charge**: -2
**Maximum force**: 3.2 eV Å⁻¹

The geometry in XYZ format:
```
69
Properties=species:S:1:pos:R:3:nbo_charge:R:1
Ir 1.15319 -0.49193 0.37556 0.75
Cl -0.39126 -2.00520 -0.35811 -0.57
C 4.60860 -2.12626 1.90808 -0.26
C 2.77251 -1.37874 0.84298 0.05
N 3.30380 -1.76242 2.05165 -0.36
H 5.83771 -2.24680 0.12564 0.23
N 3.79075 -1.62795 -0.05449 -0.36
H 5.25646 -2.37555 2.71438 0.23
C 2.64312 -1.82391 3.36278 0.10
C 3.52782 -2.59030 4.33691 -0.86
C 2.43608 -0.40529 3.86210 -0.63
H 4.46971 -2.07520 4.53556 0.20
H 3.02478 -2.63738 5.29520 0.21
H 3.76572 -3.60890 4.02233 0.22
H 0.86139 -2.41731 4.35811 0.21
H 1.35005 -3.58156 3.07764 0.22
H 1.80613 0.17778 3.16221 0.23
C 1.28777 -2.51141 3.34570 -0.63
H 3.40108 0.09370 3.98899 0.21
H 1.97387 -0.48250 4.86197 0.20
H 0.59802 -2.00756 2.64651 0.23
C 4.89629 -2.07194 0.60043 -0.27
C 4.44208 0.31257 -1.31788 -0.64
H 5.49163 0.31358 -0.99829 0.21
H 4.36349 0.78181 -2.31035 0.21
C 3.90891 -1.10625 -1.41974 0.11
H 2.72669 -0.75567 -3.12431 0.22
C 4.90040 -1.95714 -2.20142 -0.71
H 4.66517 -3.02732 -2.17383 0.22
H 3.82398 0.88596 -0.60084 0.24
H 1.89058 -0.26081 -1.64997 0.22
H 5.93923 -1.83239 -1.85614 0.21
H 4.89361 -1.62381 -3.25371 0.21
C 2.56425 -1.07129 -2.08653 -0.62
H 2.06305 -2.04432 -2.05530 0.24
C -4.99735 2.07478 -0.67317 -0.14
N -3.79812 1.82714 -0.02188 -0.42
H -5.40460 2.24892 -2.80581 0.21
N -3.36814 1.86475 -2.11397 -0.42
H -5.94036 2.20170 -0.17910 0.21
C -3.80950 1.49993 1.39769 0.12
C -4.95406 2.24144 2.06095 -0.73
C -4.02524 -0.00488 1.51702 -0.63
H -5.92244 1.89024 1.69798 0.20
H -4.91976 2.03806 3.13445 0.20
H -4.86460 3.31814 1.90768 0.21
H -2.62498 1.43093 3.13297 0.19
H -2.33315 2.88928 2.18740 0.20
H -3.16168 -0.53744 1.08945 0.24
C -2.50784 1.81007 2.11196 -0.61
H -4.95107 -0.30094 1.01113 0.20
H -4.10512 -0.24643 2.58321 0.19
H -1.65114 1.30812 1.64638 0.25
C -4.72553 2.09585 -1.98328 -0.32
C -2.92201 0.06632 -3.64058 -0.66
H -3.97151 -0.24568 -3.61019 0.20
H -2.49864 -0.16918 -4.62389 0.19
C -2.81059 1.57636 -3.42525 0.11
H -1.00233 1.47840 -4.50062 0.19
C -3.61902 2.31829 -4.47099 -0.96
H -3.62102 3.39043 -4.27144 0.21
H -2.34251 -0.45882 -2.86256 0.23
H -0.74435 1.48827 -2.73767 0.24
H -4.64567 1.94654 -4.51764 0.20
H -3.16592 2.14229 -5.44986 0.21
C -1.33488 1.92408 -3.55565 -0.63
H -1.17709 3.00711 -3.63350 0.20
C -2.79730 1.57924 -0.91019 0.11
Cl 0.67087 1.64837 0.49515 -0.50
```